Arrangement 1

Below is a molecular structure, C3H12N2O2SSi, with properties calculated with ωB97M-V with the def2-TZVPD basis set.

```
21
C3H12N2O2SSi (ωB97M-V with the def2-TZVPD basis set)
H -0.9966 2.5205 1.4624
H 1.9232 -0.9278 -0.5188
H -0.6083 -0.5760 2.1844
C -1.2029 -0.3527 -1.5052
H 1.1558 2.3057 -0.7175
H 1.5604 0.8946 -1.4569
H 2.4692 -1.7047 1.0016
C 1.1633 1.2741 -0.5085
S 0.6408 -2.2773 0.6562
H 1.8172 1.1027 0.3542
H -1.7841 2.9135 -0.1122
C -1.5889 2.0649 0.6542
O 0.7105 -3.1347 1.7650
N -0.0807 -0.2919 1.3956
H -1.6343 0.2978 -2.2319
H -0.4237 -0.9661 -1.8181
N 2.0719 -1.7629 0.0758
H -2.6198 1.8362 0.9636
H -1.8521 -1.1929 -1.2699
Si -0.5340 0.6297 0.0540
O -0.1868 -2.6525 -0.4278
```

Its spin multiplicity is 1. The value obtained for the HOMO energy is -9.577 eV. The value obtained for the molecular weight is 168.3 g mol⁻¹. As for the lowest unoccupied orbital energy: -0.16 eV. The orbital gap comes out at 9.41 eV. As for the total charge: 0.

***

Arrangement 2

Below is a molecular structure, C3H12N2O2SSi, with properties calculated with ωB97M-V with the def2-TZVPD basis set.

```
21
C3H12N2O2SSi (ωB97M-V with the def2-TZVPD basis set)
H -0.0082 -1.3834 2.4623
S -3.3035 -0.0168 -0.3334
H 1.2368 0.4704 -1.3378
H -1.3717 1.7750 0.9880
O -3.2722 -1.4151 -0.1179
H -1.5692 0.9296 2.4018
H 2.0065 0.9880 0.1716
H 0.0947 -2.0193 -1.5704
H -2.4457 0.3057 1.0920
Si -0.2011 -0.3198 0.4225
N 0.6236 -0.8815 1.8203
H 1.4949 -1.4765 1.6310
C 1.0073 0.8762 -0.3064
C -0.5855 -1.7420 -0.7537
H -1.4056 -1.5370 -1.4472
C -1.5609 0.7492 1.3866
H 0.5598 1.8250 -0.4216
N -4.5148 0.7234 0.2585
H -4.7749 1.4800 -0.4371
H -0.8996 -2.5957 -0.3436
O -2.5438 0.5865 -1.4297
```

Its spin multiplicity is 1. The value obtained for the HOMO energy is -9.559 eV. The value obtained for the molecular weight is 168.3 g mol⁻¹. As for the lowest unoccupied orbital energy: -0.73 eV. The orbital gap comes out at 8.83 eV. As for the total charge: 0.

***

The most stable arrangement is arrangement 1, and the next structure is 1.302 eV less stable.

***

Arrangement 1

Below is 2 unconnected molecules or ions with the total composition CH4FN2, with properties calculated with ωB97M-V with the def2-TZVPD basis set.

```
8
CH4FN2 (ωB97M-V with the def2-TZVPD basis set)
F 0.4970 -1.2827 0.0472
H -2.5024 0.2142 -0.7459
H -3.5848 -0.1933 0.4510
N 2.0892 0.3966 0.0410
H 2.9511 0.0179 -0.1951
C 0.9235 -0.0883 0.0686
N -2.6843 -0.4117 0.0679
H 2.3106 1.3473 0.2653
```

Its spin multiplicity is 1. The value obtained for the HOMO energy (spin up / spin down) is -14.334 / -14.639 eV. The value obtained for the molecular weight is 63.1 g mol⁻¹. As for the lowest unoccupied orbital energy (spin up / spin down): -6.06 / -8.19 eV. The orbital gap (spin up / spin down) comes out at 8.27 / 6.45 eV. As for the total charge: +1.

***

Arrangement 2

Below is a gas-phase ion, CH4FN2 (charge +1), with properties calculated with ωB97M-V with the def2-TZVPD basis set.

```
8
CH4FN2 (ωB97M-V with the def2-TZVPD basis set)
N 0.9850 -0.4994 -0.4428
H -1.7431 1.0422 0.7229
H 1.9091 -0.6704 -0.1633
H 0.5859 -0.6977 -1.4468
F 0.6897 0.3892 1.5326
C 0.1847 0.0973 0.4335
H -1.4231 0.0042 -0.7932
N -1.1882 0.3346 0.1571
```

Its spin multiplicity is 1. The value obtained for the HOMO energy is -16.800 eV. The value obtained for the molecular weight is 63.1 g mol⁻¹. As for the lowest unoccupied orbital energy: -4.17 eV. As for the SMILES: NC(=[NH2+])F. The orbital gap comes out at 12.63 eV. As for the total charge: +1.

***

The most stable arrangement is arrangement 2, and the next structure is 5.910 eV less stable.